[1]
Molecular formula: C4H12N2O2
Method: DFT, ωB97M-V with the def2-TZVPD basis set

## Properties
- LUMO (eV) = 0.828
- frontier orbital gap (eV) = 10.26
- E_tot (hartree) = -419.5595
- HOMO (eV) = -9.429
- ΔE to the lowest compared entry with this formula, charge and spin (kJ/mol) = 233.5
- structure (SMILES) = CC[C@@H](N)C(N)=O.O

Geometry as XYZ:
```
20
Properties=species:S:1:pos:R:3:lowdin_charge:R:1
H 1.346 0.708 -2.773 0.106
C 0.329 1.044 -0.917 -0.284
H 1.648 -1.259 0.344 0.155
H 1.085 1.401 -0.154 0.122
H 1.799 1.662 2.451 0.084
H -0.409 -0.600 -1.821 0.142
C 0.598 1.488 -2.301 -0.152
H -2.012 -1.988 -0.653 0.086
H 0.975 0.303 2.438 -0.061
H -2.171 -1.781 1.019 0.050
H 1.596 -1.704 -1.213 0.050
O -1.177 0.294 1.265 0.052
H -0.595 1.691 -0.597 0.143
O 1.772 0.674 2.639 -0.050
H 0.938 2.531 -2.357 0.069
N 0.954 -1.432 -0.519 0.053
C 0.005 -0.440 -0.814 -0.386
C -1.085 -0.442 0.297 -0.460
H -0.334 1.421 -3.003 0.104
N -2.056 -1.430 0.161 0.177
```

=====

[2]
Molecular formula: C74H130N20O11
Method: DFT, ωB97M-V with the def2-TZVPD basis set

## Properties
- LUMO (eV) = 0.447
- frontier orbital gap (eV) = 9.43
- E_tot (hartree) = -4820.3196
- HOMO (eV) = -8.985
- ΔE to the lowest compared entry with this formula, charge and spin (kJ/mol) = 41.8

Geometry as XYZ:
```
235
Properties=species:S:1:pos:R:3:lowdin_charge:R:1
O -3.577 1.725 1.972 -0.026
C -3.279 4.117 -3.101 -0.093
H 0.191 -2.386 -4.814 0.045
H -2.216 -0.113 0.542 0.056
C -3.681 -2.888 3.389 -0.073
H -5.790 0.644 -4.941 0.087
H 0.753 -2.080 2.724 0.116
H 0.162 1.874 -6.549 0.052
H -1.429 -3.016 -4.913 0.083
H -6.269 0.080 -6.476 0.082
C 6.509 -2.139 -4.971 -0.042
C -3.965 -6.892 -1.396 -0.097
H 6.098 -1.182 -5.191 0.064
C 1.040 -4.378 -3.055 -0.305
C -3.588 1.918 -2.058 -0.192
C -4.288 -1.521 -7.140 -0.092
H -2.533 4.502 4.714 0.069
H -2.714 -4.320 5.367 0.148
H -5.362 -4.121 1.678 0.071
C 2.251 -0.277 7.107 -0.122
H -0.079 4.641 -0.136 0.059
H 2.268 7.119 6.935 0.147
C 1.151 4.388 2.927 -0.088
C -5.400 0.350 -5.906 -0.022
O -0.329 3.765 -3.372 -0.037
O -3.851 -2.649 -4.645 0.014
H 5.483 -2.420 -1.865 0.049
H -1.569 7.526 6.061 0.065
H 2.860 -0.665 6.337 0.038
H -1.638 0.284 -2.903 0.077
H -7.613 -0.052 0.252 0.111
C -2.361 -1.010 4.611 -0.026
H 1.414 3.227 -1.757 0.068
N -0.972 6.253 0.714 -0.176
N 5.762 -1.323 1.424 -0.180
H 1.629 -3.901 -3.804 0.115
H -1.669 -1.518 -0.406 0.062
C 2.597 -6.206 -3.216 -0.052
H -1.871 -0.145 -6.410 0.145
H 1.238 -2.163 7.457 0.119
H -3.761 -2.454 -6.993 0.078
C 1.030 -1.122 7.146 -0.277
C -1.844 0.089 -5.296 -0.350
H -0.840 -2.066 -6.251 0.101
H 6.552 -1.017 3.385 0.092
C 1.313 -2.703 3.524 -0.164
C 1.198 -4.573 4.998 -0.077
C 2.586 -4.428 5.158 -0.064
H -4.284 4.522 -3.059 0.080
H 7.505 -1.743 0.337 0.104
H 3.356 -6.383 -2.448 0.092
H -0.314 5.964 -1.233 0.088
H -4.833 1.149 -6.363 0.087
C 2.472 3.770 3.465 -0.223
H 2.944 -1.952 -4.173 0.092
H -1.567 -1.639 1.399 0.081
C -5.024 1.939 -1.800 -0.239
H -6.027 -1.224 -1.074 0.076
C 4.849 -5.204 0.145 -0.162
N -0.870 1.931 7.499 0.156
C -1.604 5.446 1.636 -0.296
C -0.201 3.102 -4.404 -0.303
H 7.575 -0.338 1.369 0.078
H 5.695 -0.864 -2.722 0.102
H 4.268 -3.182 4.597 0.087
H -1.684 7.926 1.580 0.067
H 6.159 -2.827 -5.824 0.121
H 3.726 -1.477 1.643 0.118
H 0.660 -1.171 6.117 0.087
H 3.145 -4.940 5.957 0.113
H 0.460 -2.101 -0.397 0.097
C 1.538 1.520 3.128 -0.213
C -6.942 -2.815 2.179 -0.095
C -2.609 3.468 5.030 -0.092
H -0.485 -1.036 -2.725 0.080
C -3.004 3.296 -1.837 -0.225
C -7.645 -1.698 1.769 -0.079
C -7.263 -1.046 0.598 -0.057
H 2.665 3.694 4.576 0.123
H -7.099 -3.307 3.141 0.111
C -0.519 5.033 -5.845 -0.059
C 3.504 2.830 -1.436 -0.174
C -1.536 -0.942 0.522 -0.033
H 1.367 -0.565 -0.861 0.078
H -4.599 -2.285 3.265 0.082
H -3.336 -3.553 -2.387 0.087
H -4.483 -5.542 -3.043 0.101
N -0.179 3.669 -5.623 -0.166
N -3.378 2.696 4.071 -0.172
H 1.359 -4.291 1.060 0.093
H -5.251 -1.908 -7.653 0.116
N 0.676 0.771 3.279 0.198
H 2.195 -2.106 -6.585 0.096
C 4.334 -5.822 1.318 -0.033
C -0.011 5.698 -0.225 -0.057
H -1.316 4.382 1.492 0.125
H -2.564 4.887 -3.299 0.053
H 7.581 -2.034 -4.834 0.090
H -0.348 5.632 -4.898 0.109
C -0.131 1.054 0.456 -0.372
H 0.345 -0.355 9.076 0.124
H 1.855 0.741 6.840 0.081
N 1.463 -5.556 -2.689 -0.188
N 5.886 -2.626 -3.772 -0.200
H -3.216 3.498 -3.946 0.041
H -5.437 2.148 3.944 0.100
H 4.855 -4.163 -2.732 0.113
H -1.149 2.680 -7.279 0.085
C -2.520 -4.399 -0.629 -0.222
H -4.007 -3.968 3.468 0.106
O 0.851 1.705 0.219 0.010
H 2.500 -3.180 -0.774 0.093
C 6.063 -1.894 -2.566 -0.061
H 2.245 -7.155 -3.694 0.113
H 5.858 -5.558 -0.145 0.115
H -5.002 3.850 3.338 0.099
N -6.163 1.935 -1.716 0.146
C -0.810 -2.127 -5.141 -0.052
H -4.494 -0.879 -3.967 0.127
H -1.135 1.467 0.655 0.119
H -0.499 8.541 5.017 0.107
H 0.262 -5.451 -1.092 0.047
H 6.064 4.491 -2.261 0.084
H 0.961 6.149 -0.013 0.096
H -3.247 -7.465 -2.004 0.073
C 3.235 -3.443 4.450 -0.159
C 2.991 -5.511 1.612 -0.073
C -0.052 -0.488 8.064 -0.177
H 1.035 5.395 3.306 0.065
C -4.295 -1.528 -4.812 -0.331
H 1.420 -6.850 -1.074 0.098
O -2.349 1.149 -4.975 -0.025
C 3.146 0.192 -4.307 -0.081
H -2.765 -0.446 3.835 0.051
H 4.858 -1.679 3.299 0.039
C 0.871 -1.103 -0.073 -0.048
H -3.179 1.148 -1.370 0.108
H 0.920 5.382 7.464 0.077
N -2.157 -4.362 0.477 0.166
H 2.637 2.509 1.744 0.102
H 4.963 -6.387 2.043 0.113
H -1.690 2.960 5.233 0.038
N -1.349 -0.927 -4.507 -0.145
H 0.233 3.840 3.212 0.070
H 1.845 5.341 -2.928 0.095
C -3.084 -4.514 -1.959 -0.193
C -0.195 2.854 -6.829 -0.058
H -0.845 5.767 7.432 0.100
H -8.443 -1.247 2.423 0.122
H -3.074 3.373 6.055 0.097
O -1.691 -2.842 6.371 -0.028
C -0.399 0.864 7.688 -0.219
H -0.644 8.311 0.300 0.095
H 3.011 -5.681 -4.068 0.076
N 4.774 3.186 -1.484 0.061
C -2.900 2.102 2.932 -0.359
N -2.823 -2.376 4.442 -0.159
N 2.607 -2.544 3.669 0.066
H -1.972 3.236 -1.759 0.054
C 2.646 2.404 2.821 -0.184
H -0.008 5.511 -6.651 0.072
N 2.262 -0.119 -6.909 0.061
C 6.901 -0.886 0.738 -0.079
H 0.610 -5.245 5.590 0.110
C -1.479 -0.784 -3.076 -0.026
C 2.681 4.735 -2.573 -0.077
H -0.039 -6.923 -1.996 0.108
C -6.297 -1.692 -0.168 -0.147
H 0.105 7.789 1.715 0.092
H 2.484 1.952 -7.122 0.095
H 0.485 3.239 -7.555 0.080
N -4.460 -0.775 -5.950 -0.200
C 2.551 1.145 -6.395 -0.133
C 2.397 -1.169 -6.121 -0.169
H 7.034 -1.889 -2.276 0.054
H 2.459 -5.835 2.466 0.087
H 6.264 -2.649 2.949 0.072
C 0.585 -3.743 4.134 -0.084
C 3.011 -3.958 -0.246 -0.142
H 3.380 1.863 -0.974 0.083
C -4.829 3.077 4.117 -0.027
C 0.738 -6.210 -1.646 -0.038
N -5.624 -2.800 0.173 0.086
H -2.226 -1.488 -2.649 0.094
C 2.324 -4.659 0.767 -0.067
N 4.211 -4.327 -0.566 0.045
C -2.413 -3.224 5.450 -0.336
H -0.943 -1.126 8.119 0.110
H 3.462 0.299 -3.284 0.094
H -2.695 -0.643 5.562 0.090
H -4.969 3.526 5.087 0.065
H 3.262 4.464 3.156 0.110
H -0.862 6.850 4.564 0.081
H -3.828 -0.881 -7.940 0.101
H -5.188 -5.105 -1.441 0.101
H -2.433 -4.916 -2.659 0.081
C 3.045 1.328 -5.104 -0.054
H 3.550 1.905 3.171 0.122
H -1.267 -0.945 4.597 0.072
N -0.233 -0.291 0.392 -0.169
C 2.420 3.567 -1.891 -0.087
O 1.804 8.613 5.568 -0.009
H -3.710 -6.789 -0.338 0.063
H 2.899 -0.279 8.057 0.108
H -3.210 -2.866 2.433 0.030
C 4.046 5.145 -2.741 -0.052
O -0.029 -3.873 -2.608 -0.051
H 4.283 5.968 -3.425 0.097
C 4.506 -1.092 0.920 -0.330
C -4.288 -5.476 -1.977 -0.228
C 5.022 4.302 -2.190 -0.164
H -0.465 -3.881 3.841 0.105
H -3.435 1.491 -3.077 0.090
O 5.355 -4.706 -4.596 -0.022
C -5.915 -3.296 1.391 -0.186
H -1.592 5.048 -6.181 0.111
H 1.259 4.509 1.863 0.057
C 2.873 -1.056 -4.797 -0.069
H -0.128 1.998 -4.370 0.134
H -1.801 1.899 3.019 0.114
O 4.267 -0.622 -0.170 -0.001
C 1.511 7.640 6.244 -0.390
C 5.334 -3.867 -3.709 -0.339
H -3.467 3.868 -1.007 0.126
O -2.280 5.927 2.568 -0.031
H 3.252 2.303 -4.649 0.105
H -4.916 -7.422 -1.423 0.062
H 0.100 4.980 5.979 0.097
H 6.579 -0.203 -0.055 0.093
C -0.732 7.528 5.441 -0.033
C -0.790 7.615 1.136 -0.059
C 0.095 5.722 6.845 -0.052
C 5.848 -1.671 2.859 -0.039
H 1.617 -1.130 0.705 0.059
N 0.342 7.043 6.286 -0.209
```

=====

[3]
Molecular formula: C6H5F6I2MnNO
Method: DFT, ωB97M-V with the def2-TZVPD basis set

## Properties
- expectation value of S² = 4.24
- 2S+1 = 4
- LUMO (alpha / beta) (eV) = -12.538 / -10.219
- frontier orbital gap (alpha / beta) (eV) = 6.11 / 8.68
- E_tot (hartree) = -2706.4305
- HOMO (alpha / beta) (eV) = -18.650 / -18.898
- net charge = +2

Geometry as XYZ:
```
22
Properties=species:S:1:pos:R:3:lowdin_charge:R:1
F 0.807 -3.945 -2.069 0.291
H 3.055 -2.465 -3.248 0.136
F -0.652 -0.963 -2.488 0.114
C 0.542 -1.223 -3.098 -0.563
F 1.967 -3.322 -0.374 0.251
F 0.945 -0.104 -3.668 0.227
C -1.937 -0.057 -0.252 -0.414
N -3.036 0.283 -0.362 0.162
I 0.378 1.839 0.904 1.317
H 3.227 -0.726 -2.935 0.121
O 1.411 -0.636 -0.966 -0.202
H 0.052 1.337 3.495 0.011
H 3.648 -1.905 -1.667 0.118
C 2.972 -1.682 -2.488 0.078
C 1.537 -1.648 -1.999 -0.333
F 0.362 -2.166 -3.995 0.245
F -0.109 -2.607 -0.561 -0.023
Mn -0.107 -0.641 -0.084 0.521
I -0.869 -0.930 2.501 1.327
C -0.601 1.162 2.645 -0.930
C 1.138 -2.959 -1.310 -0.475
H -1.578 1.629 2.713 0.019
```

=====

[4]
Molecular formula: C33H85N23O14PS
Method: DFT, ωB97M-V with the def2-TZVPD basis set

## Properties
- LUMO (eV) = -3.117
- frontier orbital gap (eV) = 7.69
- E_tot (hartree) = -4360.8716
- HOMO (eV) = -10.803
- net charge = +1

Geometry as XYZ:
```
157
Properties=species:S:1:pos:R:3:lowdin_charge:R:1
H 3.076 -2.231 1.017 0.060
N 1.024 2.629 -5.526 0.166
H 1.637 -5.085 -4.410 0.103
O -3.062 -0.158 -4.320 -0.212
H 4.446 -3.214 0.396 0.069
N -3.218 8.648 -0.135 0.174
H 0.073 7.527 4.576 0.097
H -1.747 1.236 2.302 0.129
C -2.730 -5.891 -1.433 -0.183
H 3.460 4.504 1.780 0.109
H -1.131 1.474 -4.921 0.068
N -3.971 -8.788 3.010 0.143
N -2.996 2.521 -1.177 -0.116
H 0.379 -6.310 -3.001 0.106
N 9.060 2.170 -2.557 0.157
C 0.173 -1.431 1.461 -0.148
C -2.010 1.123 0.172 -0.110
H -0.040 1.390 4.282 0.072
H 9.278 2.238 -3.533 0.095
O -6.006 2.119 1.194 0.008
H 0.864 3.520 4.369 0.067
O 0.623 -2.010 6.385 0.014
N 2.453 -3.238 6.922 0.149
H 9.697 5.176 -1.648 0.106
N 9.123 -0.022 0.527 0.161
H 2.755 -2.522 7.558 0.106
H -8.993 2.474 0.167 0.096
N -4.839 7.617 -1.379 0.154
H -3.788 -6.576 4.194 0.071
H -2.269 3.304 0.805 0.170
C 0.890 1.781 -4.468 -0.648
H 0.439 -0.984 0.464 0.093
C -0.496 8.400 2.767 -0.676
C 4.149 -1.261 -0.689 -0.240
H 4.504 -0.540 0.081 0.085
C -1.257 -0.822 1.810 -0.162
N -4.572 -7.133 4.483 0.153
C -3.419 -4.568 -0.952 -0.188
H 3.701 4.524 0.065 0.103
H 9.826 4.472 -3.225 0.094
C -6.928 2.470 0.473 -0.695
H 0.078 -3.901 4.877 0.074
C 1.800 -1.659 -3.603 -0.200
H -5.145 6.835 -1.929 0.095
N -6.726 3.174 -0.676 0.145
C -3.577 7.569 -0.867 -0.671
H -4.331 3.103 -3.998 0.060
C 1.116 -4.121 -4.240 -0.163
O -0.512 8.295 1.549 0.010
C -4.851 -8.363 3.966 -0.697
N -8.230 2.191 0.752 0.156
N -1.024 9.471 3.421 0.155
C -1.252 0.705 1.449 -0.097
H 3.009 -4.066 6.815 0.092
H 3.201 0.547 -1.404 0.093
H 0.988 -3.515 -5.167 0.097
C 0.084 2.520 6.036 -0.692
H -5.192 -6.779 5.189 0.104
H 0.936 -1.138 -3.110 0.081
H -4.512 -4.648 -1.194 0.122
H -2.063 -1.416 1.337 0.077
H 0.921 4.364 5.884 0.095
H -1.293 -6.350 -3.670 0.108
H -1.015 9.567 4.420 0.098
C 3.010 -0.548 -1.534 -0.185
H -5.464 8.387 -1.233 0.099
H -3.076 4.455 -1.069 0.083
H -0.506 0.625 -3.546 0.069
C 1.290 -3.023 6.244 -0.690
N 0.671 3.548 5.356 0.147
C -1.534 -4.043 2.441 -0.346
C 9.169 3.216 -1.690 -0.683
N -0.364 1.258 -4.312 0.164
H -0.189 1.065 1.475 0.109
H 5.023 -1.557 -1.308 0.094
C -3.006 1.330 -1.816 -0.253
H -3.824 9.430 0.026 0.101
H -1.919 -1.018 -2.372 0.113
C -2.119 -0.959 -1.272 -0.115
O -2.822 6.619 -1.053 -0.007
H -3.581 -2.071 0.045 0.106
H -0.448 -3.507 -2.874 0.064
O -0.142 2.566 7.230 0.033
O 8.901 3.119 -0.503 0.018
H 9.031 0.945 0.252 0.068
P -3.723 1.102 -3.496 0.297
H 9.076 -2.456 1.168 0.093
H -0.532 -3.255 0.394 0.098
C -1.165 -5.775 -1.560 -0.203
H -3.361 -4.522 0.159 0.094
H 1.749 -1.463 -4.700 0.109
H -1.774 -3.293 -1.514 0.054
N -3.503 3.743 -1.687 0.138
H -2.174 -3.520 1.688 0.124
H -1.438 10.195 2.863 0.103
O 1.815 1.509 -3.722 0.019
H -8.421 1.673 1.592 0.109
C 0.133 -2.971 1.251 -0.170
C 7.998 -0.788 0.510 -0.676
N 0.053 7.454 3.576 0.158
H 1.465 -4.862 5.266 0.097
H -3.182 -8.248 2.709 0.085
N 0.929 -4.025 5.395 0.159
O -2.043 -4.815 3.185 0.102
O -0.211 -3.697 2.463 -0.022
H 3.992 -1.474 -3.266 0.104
C -2.883 -3.293 -1.676 -0.195
H 1.149 -3.325 0.967 0.111
N -0.226 1.436 5.266 0.160
N 1.691 3.131 -0.505 0.170
C -0.331 -4.331 -3.608 -0.207
H -7.467 3.471 -1.282 0.093
C -0.597 -5.768 -3.028 -0.177
C 3.072 -0.869 -3.082 -0.203
S -5.600 0.704 -3.201 0.357
H -1.233 -1.382 -0.764 0.107
C 2.042 3.473 0.766 -0.677
H 0.957 -1.103 2.176 0.133
H 0.271 2.860 -6.147 0.098
H 2.212 3.410 -1.316 0.097
H -0.737 -6.686 -1.066 0.109
C -3.354 -1.922 -1.034 -0.126
H -1.358 -0.935 2.915 0.124
H -2.943 -6.667 -0.654 0.107
H 2.023 -0.801 -1.074 0.081
H -3.108 -3.313 -2.771 0.134
O -5.805 -9.029 4.323 0.027
H -2.288 8.649 0.264 0.075
H 2.976 -3.460 -3.178 0.110
H -0.657 0.651 5.725 0.100
O -3.686 2.492 -4.406 -0.235
C 3.620 -2.529 0.086 -0.107
H -3.328 -0.048 -5.258 0.105
C -2.417 2.495 0.075 0.090
H 0.454 6.646 3.134 0.100
H 0.868 2.569 -0.620 0.083
H -5.776 3.398 -0.915 0.050
H -0.740 -4.909 -0.994 0.081
H 8.742 1.292 -2.184 0.096
O 1.397 3.122 1.747 -0.008
N 9.602 4.379 -2.253 0.150
O 6.907 -0.352 0.179 0.019
C 1.900 -3.177 -3.224 -0.200
H 7.381 -2.685 0.896 0.096
N 3.164 4.231 0.860 0.167
H 2.918 -3.086 -0.578 0.043
H -4.137 -9.689 2.600 0.101
N 8.186 -2.085 0.894 0.150
H -1.071 -4.171 -4.436 0.107
H 1.929 3.036 -5.678 0.112
H -2.977 3.869 -2.565 0.102
H -4.285 -1.556 -1.520 0.093
H -3.139 -6.311 -2.381 0.111
N -2.380 0.455 -0.965 0.028
H 10.023 -0.373 0.797 0.096
H 3.196 0.094 -3.601 0.068
H 1.495 -3.274 -2.183 0.088
```